# 1
A gas-phase ion, C3H6ClFN (charge -1) in a non-equilibrium geometry, computed with ωB97M-V/def2-TZVPD.

```
12
Properties=species:S:1:pos:R:3:forces:R:3
F -0.087221 1.952886 -0.562056 -2.078 -1.915 0.555
C -1.139817 0.944323 -0.303808 -1.051 -0.188 -0.365
C -0.604109 -0.485944 0.291958 -0.409 0.510 0.556
C 1.011419 -0.567423 0.560223 1.034 -0.548 -0.256
N 1.808164 -1.174197 -0.588466 -1.259 -0.192 2.631
Cl 2.138335 -0.001853 -1.822141 -0.060 0.694 -0.336
H -1.728250 0.729831 -1.317825 1.584 0.756 1.956
H -1.937155 1.453346 0.422427 1.958 -0.917 -1.426
H -0.930348 -1.362624 -0.443986 0.903 1.922 1.606
H -1.156438 -0.635723 1.339113 0.989 0.262 -2.157
H 1.468919 0.464097 0.946068 -1.266 -1.717 -0.797
H 1.156501 -1.316718 1.478494 -0.347 1.332 -1.967
```
Forces are in eV/Å.

Its lowest unoccupied orbital energy is 4.2 eV. The calculation puts the orbital gap at 5.820 eV. As for the HOMO energy: -0.0605 hartree. The energy above the lowest of the compared OMol25 structures with the same formula, charge and spin comes out at 14.6 kcal/mol. As for the energy: -732.61356 Ha. The max |F| is 2.923 eV/Å. As for the charge: -1.

***

# 2
A molecular structure, C6H19AgBrN5O3 in a non-equilibrium geometry, computed with ωB97M-V/def2-TZVPD.

```
35
Properties=species:S:1:pos:R:3:forces:R:3
Ag 5.523530 9.367670 -10.591820 -0.163 -0.025 0.265
Br 3.835230 9.290460 -8.283470 0.006 0.027 -0.154
C 7.080570 10.180170 -3.533320 -0.237 0.211 0.061
C 6.482500 9.649040 -4.844300 -1.491 0.340 -1.651
C 6.895550 8.281320 -5.460940 -0.625 0.958 1.929
O 6.408390 7.307290 -4.576740 0.201 0.222 0.863
C 6.878400 6.044880 -4.904510 -0.490 0.111 -0.150
N 5.001880 9.752940 -4.794660 0.349 0.220 0.528
H 6.432510 10.916110 -3.057390 -0.895 -0.385 -0.235
H 7.902080 10.882300 -3.675530 0.871 -0.876 -0.219
H 7.228220 9.406690 -2.779640 0.498 -0.002 -0.121
H 6.747580 10.325040 -5.657230 0.159 0.440 0.089
H 7.984040 8.303920 -5.513730 0.314 -0.545 -0.368
H 6.364160 8.035800 -6.380420 0.481 0.878 -0.667
H 6.287940 5.388710 -4.265050 0.677 -0.515 -0.026
H 7.964060 6.042080 -4.807380 0.188 -0.618 0.414
H 6.664410 5.827630 -5.950980 -0.157 -0.248 -0.281
H 4.614900 9.037450 -4.195970 0.131 -0.206 0.205
H 4.601830 9.594160 -5.708360 0.121 0.097 -0.387
C 0.637890 9.168500 -5.337750 -1.482 0.085 1.172
O -0.214820 9.261950 -4.436750 -0.006 -0.007 -1.193
N 1.913090 9.074040 -5.039830 2.096 -0.076 2.051
N 0.487220 9.171870 -6.654880 -1.659 -0.018 -2.283
H 2.638720 8.812560 -5.691890 -0.036 0.224 0.271
H 2.020110 9.231600 -4.047950 0.923 -0.253 -0.279
H -0.418150 9.098210 -7.096440 0.281 0.086 0.283
H 1.312680 9.211140 -7.235550 -0.118 -0.039 -0.181
C 0.928580 11.056640 -11.680110 -0.357 -2.720 -4.453
O 0.392470 10.717860 -12.743510 -0.339 0.003 0.503
N 2.021810 10.498600 -11.231580 2.723 -1.587 0.781
N 0.539160 12.029610 -10.928480 -1.638 3.530 2.453
H 2.437290 9.724770 -11.730230 -0.030 0.254 0.163
H 2.295160 10.663280 -10.273320 0.367 -0.575 -0.140
H 1.263990 12.276100 -10.269720 -1.027 0.453 0.595
H -0.452670 12.065730 -10.741170 0.363 0.557 0.162
```
Forces are in eV/Å.

Its lowest unoccupied orbital energy (alpha / beta) is 2.9 / 2.4 eV. The calculation puts the orbital gap (alpha / beta) at 6.023 / 8.559 eV. As for the HOMO energy (alpha / beta): -0.1148 / -0.2279 hartree. As for the energy: -3460.58321 Ha. As for the spin multiplicity: 2. As for the expectation value of S²: 0.7516. The max |F| is 5.230 eV/Å. As for the charge: -1.

***

# 3
A molecular structure, C41H32N3O2P2Pt in a non-equilibrium geometry, computed with ωB97M-V/def2-TZVPD.

```
81
Properties=species:S:1:pos:R:3:forces:R:3
Pt -0.033232 0.843801 0.466074 0.282 1.011 0.538
O -0.689232 -1.264499 -0.159926 -0.400 1.739 0.526
P -0.130032 -2.494699 -0.802226 0.243 -2.274 -0.609
C 1.713968 -2.443599 -0.851226 -0.606 0.895 -0.076
P 2.276468 -0.732099 -1.233726 1.418 -2.094 -1.814
O 1.982468 0.151901 -0.055526 -2.074 1.451 2.426
C 1.428868 -0.176099 -2.730226 0.344 -0.027 0.567
C 0.791368 1.061101 -2.701326 -0.080 -0.171 0.142
C 0.202268 1.560901 -3.850826 -0.157 0.057 0.006
C 0.232868 0.815401 -5.020626 -0.022 0.025 0.061
C 0.837468 -0.431399 -5.037826 0.072 -0.070 -0.063
C 1.454768 -0.924699 -3.903226 0.084 0.102 0.155
C 4.078768 -0.823099 -1.462126 -0.997 0.088 0.119
C 4.701268 -0.214199 -2.543626 0.243 0.053 -0.130
C 6.088868 -0.239899 -2.635326 -0.170 -0.024 0.047
C 6.841868 -0.859399 -1.645226 -0.038 0.107 -0.162
C 6.216568 -1.482399 -0.575326 -0.325 -0.068 0.144
C 4.832368 -1.463799 -0.478026 0.198 -0.003 -0.038
C -0.531732 -3.960799 0.194974 0.205 0.869 -0.523
C 0.248168 -5.109699 0.134774 0.035 0.053 0.274
C -0.031732 -6.156299 0.996274 -0.035 -0.060 -0.168
C -1.109532 -6.064999 1.865874 -0.032 -0.165 0.100
C -1.902132 -4.927299 1.901274 -0.112 -0.004 -0.127
C -1.625532 -3.872299 1.048074 0.147 0.016 0.186
C -0.804032 -2.719199 -2.461426 0.193 0.130 0.502
C -1.795232 -1.836099 -2.879126 0.269 0.063 -0.004
C -2.346832 -1.978499 -4.138626 -0.063 -0.205 -0.133
C -1.934632 -3.025499 -4.957226 -0.079 0.125 0.014
C -0.958432 -3.916699 -4.529426 -0.080 -0.131 -0.042
C -0.401532 -3.778699 -3.272626 0.021 0.288 0.126
H 2.138568 -3.156299 -1.553426 0.009 -0.086 -0.100
H 2.067768 -2.670099 0.159974 0.033 -0.062 -0.118
H 0.792368 1.639801 -1.772826 0.159 0.192 -0.096
H -0.257632 2.537401 -3.855526 -0.043 0.126 0.012
H -0.204232 1.206501 -5.927226 -0.063 0.056 -0.029
H 0.845868 -1.012499 -5.945026 0.018 -0.076 -0.136
H 1.961668 -1.877199 -3.933126 0.051 -0.132 -0.042
H 4.120568 0.274801 -3.312326 -0.036 0.058 -0.068
H 6.573568 0.223901 -3.481926 0.047 0.036 0.000
H 7.921068 -0.850799 -1.705626 0.025 -0.051 -0.044
H 6.796068 -1.985899 0.185774 0.045 0.031 -0.001
H 4.349468 -1.939399 0.362774 -0.013 -0.066 0.121
H 1.078568 -5.189299 -0.550926 0.144 -0.009 -0.035
H 0.591868 -7.038399 0.978774 -0.065 -0.091 0.009
H -1.345332 -6.902499 2.507474 0.044 0.016 0.091
H -2.741032 -4.860499 2.579474 -0.035 -0.082 0.007
H -2.231832 -2.977599 1.057774 -0.045 0.045 0.038
H -2.115232 -1.044199 -2.216126 -0.035 0.053 -0.001
H -3.111532 -1.292299 -4.473726 -0.060 -0.022 -0.042
H -2.398932 -3.166199 -5.923126 0.039 0.045 -0.070
H -0.651932 -4.737599 -5.162326 -0.029 -0.014 -0.045
H 0.331568 -4.490199 -2.923026 0.125 -0.124 -0.005
N -4.137632 7.872001 6.925474 -0.272 0.524 0.531
C -3.663532 7.051401 6.288974 -0.117 0.089 -0.175
C -3.117132 6.065301 5.430474 0.237 -0.448 -0.306
C -1.920632 6.324301 4.757274 -0.255 -0.088 0.248
C -1.380732 5.350901 3.941374 -0.020 -0.315 -0.362
C -2.039932 4.133201 3.774874 -0.157 0.405 0.303
C -3.230132 3.876201 4.457274 0.195 -0.120 -0.423
C -3.782832 4.847701 5.267274 0.211 0.287 0.168
C -1.494332 3.124901 2.835974 -0.078 0.129 -0.020
C -0.794032 2.051101 3.381874 -0.104 0.166 -0.978
C -0.533532 1.822101 4.773174 0.794 -1.047 1.170
C 0.188968 0.667201 4.858274 -0.923 1.442 1.109
C 0.360568 0.201701 3.515274 -0.347 0.169 -1.426
N -0.213132 1.015801 2.657774 1.086 -0.673 -2.042
C -1.760032 3.300301 1.472774 0.636 -1.195 0.866
C -2.560332 4.336001 0.904174 -0.812 0.775 -1.536
C -2.724332 4.038501 -0.424426 -0.443 1.338 1.337
C -2.000532 2.843601 -0.656726 0.776 -1.161 0.470
N -1.411232 2.415201 0.452374 0.745 -1.998 -0.574
H -1.425632 7.275701 4.873674 0.036 0.074 0.084
H -0.451232 5.540901 3.427074 0.144 0.047 -0.087
H -3.745732 2.937501 4.327174 -0.089 -0.158 -0.043
H -4.721732 4.670701 5.769174 -0.033 0.007 0.098
H -0.852232 2.455201 5.576274 -0.100 0.171 0.175
H 0.568368 0.187701 5.740974 0.062 -0.086 0.165
H 0.873568 -0.689699 3.200374 0.185 -0.140 -0.170
H -2.961432 5.176401 1.432874 -0.117 0.175 0.213
H -3.288232 4.582701 -1.155326 -0.140 0.150 -0.180
H -1.927032 2.296901 -1.584026 0.101 -0.139 -0.110
```
Forces are in eV/Å.

Its lowest unoccupied orbital energy (alpha / beta) is -13.3 / -13.5 eV. The calculation puts the orbital gap (alpha / beta) at 2.586 / 2.411 eV. As for the HOMO energy (alpha / beta): -0.5846 / -0.5846 hartree. As for the energy: -2697.30798 Ha. The max |F| is 3.506 eV/Å. As for the charge: +3.

***

# 4
6 unconnected molecules or ions with the total composition C6H7Cl17, computed with ωB97M-V/def2-TZVPD.

```
30
Properties=species:S:1:pos:R:3:forces:R:3
Cl -2.863830 -4.019112 1.173458 -0.084 0.582 -0.016
C -3.006566 -2.346205 1.786756 0.486 -0.467 0.269
Cl -1.405526 -1.734373 2.249438 -0.205 -0.157 -0.068
Cl -4.085817 -2.340246 3.168207 -0.200 0.162 0.128
H -3.398118 -1.681212 1.029728 -0.043 -0.174 -0.165
Cl -1.179370 -4.607566 -1.786839 0.060 -0.128 0.001
C 0.485464 -4.129654 -2.098248 -0.158 0.163 -0.024
Cl 1.380742 -3.905712 -0.593252 -0.083 0.074 -0.211
Cl 0.481776 -2.667236 -3.109410 0.181 -0.122 0.093
H 0.969648 -4.908754 -2.670167 0.023 -0.029 0.019
Cl 1.857369 0.303316 3.483672 -0.298 -0.123 0.034
C 0.365478 1.252113 3.408150 0.061 0.298 0.216
Cl 0.781928 2.974337 3.465534 -0.130 -0.103 0.102
Cl -0.781406 0.822422 4.695145 0.359 0.086 -0.227
H -0.119044 1.071893 2.457913 0.017 -0.143 -0.029
Cl -0.748679 3.741626 0.328033 -0.030 0.156 0.035
C -1.545413 5.329847 0.210199 0.628 0.018 -0.131
Cl -0.577120 6.593843 0.994495 -0.078 -0.236 -0.032
Cl -3.153355 5.270406 0.864565 -0.333 -0.008 0.072
H -1.570180 5.570976 -0.843771 -0.195 0.032 0.003
Cl 3.795069 -1.551068 -3.669346 0.087 0.075 0.225
C 3.768019 -0.277262 -2.447133 0.316 0.257 -0.043
Cl 3.866711 1.315307 -3.244109 -0.174 -0.285 0.235
Cl 5.074864 -0.442769 -1.265616 -0.030 -0.102 -0.179
H 2.854740 -0.343004 -1.870414 -0.160 0.033 -0.201
Cl 0.872022 -0.190856 0.097012 -0.111 0.403 -0.166
C -0.213268 0.267764 -1.233246 -0.034 -0.765 -0.311
Cl -1.749882 -0.625911 -1.170152 -0.007 0.246 0.096
H -0.414905 1.329315 -1.262634 0.042 0.074 0.289
H 0.258651 -0.072227 -2.147967 0.093 0.185 -0.017
```
Forces are in eV/Å.

Its lowest unoccupied orbital energy is 0.3 eV. The calculation puts the orbital gap at 11.153 eV. As for the HOMO energy: -0.4003 hartree. The energy above the lowest of the compared OMol25 structures with the same formula, charge and spin comes out at 7.4 kcal/mol. As for the energy: -8056.05527 Ha. The max |F| is 0.827 eV/Å.

***

# 5
C5H13N in the gas phase in a non-equilibrium geometry, computed with ωB97M-V/def2-TZVPD.

```
19
Properties=species:S:1:pos:R:3:forces:R:3
C -1.350771 -2.573484 -0.376240 -0.108 0.675 0.577
C -0.662411 -1.369870 -1.024383 -0.301 0.159 -0.095
C 0.083399 -0.425126 -0.078081 -0.417 0.001 -0.854
N -0.053964 0.969118 -0.539509 1.561 0.741 0.945
C 1.048640 1.802433 0.058737 -0.673 0.474 -0.769
C 0.785259 2.155293 1.522556 -0.367 -1.456 -0.644
H -2.170740 -2.922804 -1.004028 0.478 -0.613 -0.187
H -0.623055 -3.320336 -0.039412 -0.321 -0.210 -0.503
H -1.867074 -2.276304 0.538966 0.053 0.284 0.096
H -1.384523 -0.773485 -1.593638 -0.101 -0.135 0.176
H 0.081698 -1.711811 -1.755436 -0.258 -0.054 -0.023
H -0.249853 -0.412397 0.952746 -0.463 -0.416 0.104
H 1.082979 -0.866682 -0.058019 0.663 0.696 0.142
H 0.081534 1.116989 -1.531343 -0.220 -0.762 -0.211
H 1.110120 2.748391 -0.489710 -0.198 -0.103 -0.198
H 2.001111 1.300401 -0.170159 0.056 0.031 0.709
H 1.665273 2.566931 1.990134 0.131 0.230 0.268
H 0.517576 1.197551 1.982899 0.209 0.339 0.527
H -0.095197 2.795187 1.613912 0.276 0.121 -0.060
```
Forces are in eV/Å.

Its lowest unoccupied orbital energy is 1.2 eV. The calculation puts the orbital gap at 10.219 eV. As for the HOMO energy: -0.3299 hartree. The energy above the lowest of the compared OMol25 structures with the same formula, charge and spin comes out at 20.8 kcal/mol. As for the energy: -253.02994 Ha. The max |F| is 1.969 eV/Å.